No. 1
DFT (wB97M-V/def2-TZVPD) results for the ion C3H6N3O2 with charge +1 in a non-equilibrium geometry.

Results
ΔE to the lowest compared entry with this formula, charge and spin = 91.27 kcal/mol
HOMO-LUMO gap = 9.39 eV
SMILES string = Cc1c(N)o[nH][n+]1=O

Geometry as ORCA input:
```
! RIJCOSX wB97M-V def2-TZVPD def2/J DEFGRID3
* xyz 1 1
C -0.03623 0.38632 0.14024
C -0.00821 -0.98716 -0.14524
C -0.48512 1.46542 -0.73778
N 0.68329 -0.74208 1.89328
N 0.41702 0.57992 1.36806
N -0.43450 -1.56402 -1.23714
O 0.55743 1.54559 2.07583
O 0.44564 -1.62697 0.88739
H -0.15812 2.35876 -0.30298
H -1.53241 1.43570 -0.91237
H 0.00057 1.34545 -1.80187
H 1.57669 -0.84397 2.38689
H -1.00062 -0.97468 -1.90029
H -0.02541 -2.37827 -1.71401
*
```

=====

No. 2
DFT (wB97M-V/def2-TZVPD) results for a cluster of 3 separate species, C4H15NO2 in total in a non-equilibrium geometry.

Results
ΔE to the lowest compared entry with this formula, charge and spin = 20.60 kcal/mol
HOMO-LUMO gap = 9.35 eV
SMILES string = CCNCC.O.O

Geometry as ORCA input:
```
! RIJCOSX wB97M-V def2-TZVPD def2/J DEFGRID3
* xyz 0 1
C 1.44067 -0.70727 1.98551
C 0.49085 -1.01368 0.83861
N -0.46669 0.09693 0.70542
C -1.68118 -0.27501 -0.00627
C -2.69305 0.85925 0.06578
H 0.87708 -0.68167 2.90856
H 2.31425 -1.34677 2.04505
H 1.82413 0.31856 1.86623
H -0.16172 -1.84625 1.11170
H 0.98611 -1.23612 -0.11762
H -0.05130 0.86082 0.18437
H -2.08864 -1.18839 0.42360
H -1.46184 -0.50758 -1.05364
H -2.40921 1.70088 -0.57368
H -2.73506 1.20512 1.09228
H -3.65815 0.51883 -0.30992
H 2.73438 1.97746 -0.92386
H 2.10515 0.75201 -0.26682
O 1.94708 1.42040 -0.94820
H 1.24323 -0.12557 -2.33076
H 0.46538 -0.09422 -3.62737
O 0.97852 -0.68773 -3.06896
*
```

=====

No. 3
DFT (wB97M-V/def2-TZVPD) results for a structure of composition C6H14InN2O2 in a non-equilibrium geometry.

Results
ΔE to the lowest compared entry with this formula, charge and spin = 16.35 kcal/mol
HOMO-LUMO gap = 1.65 eV

Geometry as ORCA input:
```
! RIJCOSX wB97M-V def2-TZVPD def2/J DEFGRID3
* xyz 3 1
In 0.37711 0.34344 1.72768
C -2.63085 -3.62005 0.97600
C -2.94088 -2.36272 1.73800
O -2.07274 -1.54981 2.06256
N -4.24182 -2.13813 2.14051
C -4.65268 -1.00649 2.92015
H -3.45985 -4.04531 0.41519
H -2.29362 -4.34194 1.73239
H -1.79619 -3.44082 0.30478
H -4.92950 -2.87654 1.96756
H -5.58428 -1.27268 3.43096
H -4.89026 -0.10592 2.31791
H -3.84195 -0.78727 3.63362
C 3.73819 3.50147 -1.19853
C 3.03822 2.18925 -1.20330
O 2.29724 1.85050 -0.25628
N 3.11157 1.33971 -2.29384
C 3.89493 1.54850 -3.45772
H 4.27028 3.59402 -0.24832
H 2.99021 4.29744 -1.18515
H 4.44556 3.64959 -2.00764
H 2.67042 0.41900 -2.24738
H 4.99031 1.42866 -3.20889
H 3.85366 2.58049 -3.84494
H 3.65690 0.80563 -4.21532
*
```

=====

No. 4
DFT (wB97M-V/def2-TZVPD) results for a cluster of 3 separate species, C3H7NO in total in a non-equilibrium geometry.

Results
ΔE to the lowest compared entry with this formula, charge and spin = 193.44 kcal/mol
HOMO-LUMO gap (spin up / spin down) = 7.53 / 7.53 eV

Geometry as ORCA input:
```
! RIJCOSX wB97M-V def2-TZVPD def2/J DEFGRID3
* xyz 0 1
C 0.26823 -0.43229 0.45934
C 1.37742 0.12028 1.26269
C -0.54528 0.77290 -1.59454
N 0.09725 0.00306 -0.77732
O 0.39761 -1.36509 -0.64746
H -2.49266 -0.97730 0.16222
H 1.81187 1.01035 0.78213
H 2.14531 -0.57932 1.64353
H 0.96029 0.62133 2.05056
H -2.83300 -1.56055 0.67468
H -0.55876 1.90929 -1.34520
H -0.62829 0.47734 -2.67062
*
```

=====

No. 5
DFT (wB97M-V/def2-TZVPD) results for a structure of composition C29H24N7O7SeW in a non-equilibrium geometry.

Results
ΔE to the lowest compared entry with this formula, charge and spin = 23.07 kcal/mol
HOMO-LUMO gap (spin up / spin down) = 6.12 / 6.42 eV

Geometry as ORCA input:
```
! RIJCOSX wB97M-V def2-TZVPD def2/J DEFGRID3
* xyz 1 3
W -1.53842 0.64675 0.60323
C 2.85186 -2.25897 -1.50547
C 2.85286 -1.60851 -2.84598
C 3.35697 -2.35578 -3.93240
C 3.47148 -1.78044 -5.17754
C 3.07941 -0.46534 -5.43199
C 2.48690 0.23296 -4.39918
C 2.39445 -0.31783 -3.12307
N 1.76694 0.42888 -2.07578
C 0.51701 0.26245 -1.68305
N -0.31629 -0.46605 -2.42195
C -1.68924 -0.73331 -2.24947
C -2.36043 -0.29990 -1.07927
C -3.70669 -0.69625 -1.00746
C -4.24326 -1.65451 -1.90787
C -3.54379 -1.98901 -3.05904
C -2.26264 -1.50114 -3.24381
C -1.49462 -1.93500 -4.44629
N -0.00769 0.87334 -0.63720
C 0.62040 1.97936 -0.03731
C 0.17065 3.19471 -0.53725
C 0.60539 4.38370 0.06557
C 1.50248 4.31116 1.09971
C 1.98878 3.07337 1.58185
C 1.51338 1.89228 1.00696
C 2.02413 0.63624 1.63107
H 3.76967 -2.84534 -1.35548
H 1.97597 -2.90668 -1.47276
H 2.82455 -1.47615 -0.73714
H 3.80079 -3.28487 -3.67570
H 3.81452 -2.42660 -5.98576
H 3.22180 0.00261 -6.37931
H 2.16014 1.27539 -4.52350
H 2.36523 1.04167 -1.54619
H 0.13468 -1.10230 -3.07949
H -4.32401 -0.43651 -0.14594
H -5.27011 -2.02543 -1.85864
H -3.95397 -2.60994 -3.82199
H -0.39734 -2.16187 -4.34649
H -1.47810 -1.19089 -5.22647
H -1.90041 -2.85773 -4.85908
H -0.58436 3.15186 -1.36042
H 0.23138 5.30392 -0.33764
H 1.83037 5.22793 1.59264
H 2.66933 3.02098 2.41912
H 3.09762 0.69432 1.60769
H 1.69074 -0.29856 1.15391
H 1.71987 0.57739 2.69496
Se -3.51558 5.05001 0.34648
C -2.97747 3.39523 0.46596
N -2.63041 2.25074 0.52659
O -1.08253 -1.87359 8.07256
N -1.22576 -2.35474 6.97774
O -1.51134 -3.52850 6.80132
C -1.13627 -1.46400 5.77675
C -0.72843 -0.12940 5.98782
C -0.68666 0.71349 4.90804
C -0.97835 0.27286 3.59966
O -1.10235 1.08875 2.58429
C -1.27658 -1.09713 3.41278
C -1.34806 -2.00217 4.49945
N -1.62066 -1.38396 2.03782
O -2.67605 -0.68849 1.60814
O -0.61621 -1.14886 1.22292
N -0.18897 2.04227 5.20443
O -0.64971 2.58122 6.18355
O 0.73075 2.44891 4.50759
H -0.54715 0.28719 6.94707
H -1.67067 -2.98614 4.38574
*
```

=====

No. 6
DFT (wB97M-V/def2-TZVPD) results for a cluster of 2 separate species, C5H13N3 in total in a non-equilibrium geometry.

Results
ΔE to the lowest compared entry with this formula, charge and spin = 77.89 kcal/mol
HOMO-LUMO gap = 8.18 eV
SMILES string = [H]/N=C\C.CC=C(N)N

Geometry as ORCA input:
```
! RIJCOSX wB97M-V def2-TZVPD def2/J DEFGRID3
* xyz 0 1
C 1.84241 -0.41880 -1.31083
C 0.57660 0.24124 0.77458
N 1.06047 1.57076 0.65599
N 0.33568 -0.14547 2.12650
C 1.01495 -0.73546 -0.11177
H 2.06879 1.62510 0.60024
H 0.67527 2.20363 1.34414
H -0.34655 0.47849 2.54639
H -0.05185 -1.08010 2.18302
H 0.88566 -1.77227 0.16008
H 1.38943 0.38403 -1.89753
H 2.83576 -0.06461 -1.01575
H 1.98130 -1.29716 -1.93798
C -1.67025 -0.66131 -1.23473
C -1.42556 0.47238 -0.08056
N -2.31492 0.57707 0.83580
H -2.38073 -0.16110 1.53501
H -1.12768 1.37303 -0.61905
H -2.03093 -1.59310 -0.80389
H -0.85278 -0.80645 -1.93876
H -2.46508 -0.18989 -1.81088
*
```

=====

No. 7
DFT (wB97M-V/def2-TZVPD) results for a structure of composition C3H10N3 in a non-equilibrium geometry.

Results
ΔE to the lowest compared entry with this formula, charge and spin = 41.84 kcal/mol
HOMO-LUMO gap = 10.25 eV

Geometry as ORCA input:
```
! RIJCOSX wB97M-V def2-TZVPD def2/J DEFGRID3
* xyz 1 1
C -1.21932 1.45974 0.38294
N -0.21469 -0.12759 2.44948
C 0.27803 -0.15225 1.21568
N -0.05104 0.58231 0.20511
H -1.50415 1.81031 -0.60739
H -1.01953 2.32147 1.02217
H -2.05163 0.89987 0.82350
H 0.08690 -0.81170 3.12136
H -1.04562 0.40238 2.66158
H 1.11732 -0.82993 1.08250
C 0.62593 -1.53785 -2.23607
N 0.76535 -0.28494 -2.06962
H 0.20932 -2.14276 -1.42750
H 0.83257 -1.99463 -3.19204
H 1.49259 0.13299 -2.64808
H 0.30940 0.29780 -1.00925
*
```

=====

No. 8
DFT (wB97M-V/def2-TZVPD) results for the molecule C3H8FN in a non-equilibrium geometry.

Results
ΔE to the lowest compared entry with this formula, charge and spin = 29.47 kcal/mol
HOMO-LUMO gap = 10.06 eV
SMILES string = CN(C)CF

Geometry as ORCA input:
```
! RIJCOSX wB97M-V def2-TZVPD def2/J DEFGRID3
* xyz 0 1
C 0.67129 -1.20360 -0.35275
C 0.69146 1.40014 -0.07334
C -1.20233 -0.05308 0.61622
N 0.10712 0.06143 0.32135
F -2.00907 -0.14040 -0.61911
H 1.17892 -0.88830 -1.27284
H 1.38898 -1.93719 0.24768
H -0.23835 -1.78946 -0.73733
H -0.12132 2.10210 0.15041
H 1.58164 1.45742 0.51119
H 0.88802 1.18946 -1.17550
H -1.50065 -0.97680 1.12221
H -1.43569 0.77829 1.26180
*
```

=====

- Look up the ΔE to the lowest compared entry with this formula, charge and spin of the second one.
  20.60 kcal/mol

=====

- ΔE to the lowest compared entry with this formula, charge and spin of number 8 (C3H8FN)?
  29.47 kcal/mol

=====

- Which formula does entry 3 have?
  C6H14InN2O2

=====

What did the seventh record say?
DFT (wB97M-V/def2-TZVPD) results for a structure of composition C3H10N3 in a non-equilibrium geometry.

Results
ΔE to the lowest compared entry with this formula, charge and spin = 41.84 kcal/mol
HOMO-LUMO gap = 10.25 eV

Geometry as ORCA input:
```
! RIJCOSX wB97M-V def2-TZVPD def2/J DEFGRID3
* xyz 1 1
C -1.21932 1.45974 0.38294
N -0.21469 -0.12759 2.44948
C 0.27803 -0.15225 1.21568
N -0.05104 0.58231 0.20511
H -1.50415 1.81031 -0.60739
H -1.01953 2.32147 1.02217
H -2.05163 0.89987 0.82350
H 0.08690 -0.81170 3.12136
H -1.04562 0.40238 2.66158
H 1.11732 -0.82993 1.08250
C 0.62593 -1.53785 -2.23607
N 0.76535 -0.28494 -2.06962
H 0.20932 -2.14276 -1.42750
H 0.83257 -1.99463 -3.19204
H 1.49259 0.13299 -2.64808
H 0.30940 0.29780 -1.00925
*
```